Below is C40H33N5OS4Y as an isolated structure, with properties calculated with the ωB97M-V functional and the def2-TZVPD basis.

Values from the calculation:
Largest force on an atom (hartree/bohr): 0.00925
Energy above the lowest of the compared OMol25 structures with the same formula, charge and spin (kcal per mole): 0.0
HOMO energy (eV): -10.1460
Gap between HOMO and LUMO (eV): 8.0487
E_tot (Eh): -3524.16410
E_LUMO (eV): -2.1
Net charge: +1

Geometry as XYZ:
```
84
Properties=species:S:1:pos:R:3:forces:R:3
Y 0.001046 0.742523 0.117021 -0.355 0.281 0.144
C -2.254838 3.005428 -0.693262 -0.078 -0.003 -0.035
N -2.445040 1.717463 -0.014992 0.048 0.036 0.024
C -3.047369 1.907049 1.314627 -0.038 0.017 -0.008
C -2.747149 0.733942 2.205676 0.004 -0.017 0.057
C -3.717778 0.128195 2.985204 0.026 0.028 -0.020
C -3.357466 -0.933025 3.803259 0.001 -0.021 0.011
C -2.039199 -1.352044 3.817078 0.043 0.036 -0.039
C -1.134908 -0.695338 3.000132 -0.044 -0.004 0.026
N -1.472073 0.325213 2.209251 0.073 -0.062 -0.071
C -3.306344 0.829133 -0.803732 -0.044 -0.028 0.011
C -2.620840 0.306543 -2.036321 -0.036 0.004 0.002
C -3.337966 -0.045868 -3.167359 0.022 -0.001 0.036
C -2.657347 -0.587776 -4.246535 -0.008 0.011 0.011
C -1.282996 -0.736639 -4.167055 0.039 0.007 0.035
C -0.640851 -0.336910 -3.008934 0.008 -0.045 -0.044
N -1.296147 0.162731 -1.956948 0.090 0.045 0.015
C -1.246638 3.873918 0.017739 0.021 0.062 0.017
C -1.263239 5.251042 -0.147814 0.000 -0.079 0.010
C -0.294760 6.011697 0.483717 -0.013 0.000 -0.007
C 0.648138 5.373563 1.273602 0.004 -0.007 0.006
C 0.587686 3.998348 1.389002 0.012 -0.021 0.037
N -0.337068 3.254485 0.775290 0.071 -0.051 -0.095
H -3.207125 3.545046 -0.787712 0.011 -0.004 -0.001
H -1.896084 2.807018 -1.707807 0.020 -0.002 0.009
H -4.129637 2.064613 1.233277 0.009 -0.008 0.005
H -2.623515 2.803567 1.766730 0.028 -0.017 0.007
H -4.739440 0.481241 2.946177 -0.008 0.000 -0.001
H -4.099720 -1.428980 4.414374 -0.006 0.002 0.001
H -1.709008 -2.180830 4.426393 -0.009 -0.006 0.012
H -0.100715 -1.006757 2.956339 -0.001 -0.032 0.010
H -4.246380 1.329267 -1.072233 0.019 0.009 -0.015
H -3.567121 -0.022705 -0.167540 0.011 0.007 -0.019
H -4.409371 0.100424 -3.194769 -0.007 -0.004 -0.012
H -3.193774 -0.879440 -5.139513 -0.002 -0.006 -0.004
H -0.704088 -1.147953 -4.980890 -0.010 -0.007 -0.015
H 0.433470 -0.413478 -2.910104 0.017 -0.016 0.000
H -2.022023 5.709767 -0.767416 -0.004 0.018 0.000
H -0.280043 7.086757 0.365433 0.004 0.005 0.000
H 1.419841 5.925636 1.790025 0.002 0.005 -0.001
H 1.311331 3.458008 1.986077 0.002 0.012 -0.002
S 3.495413 3.311718 -2.060683 -0.009 0.030 -0.084
C 2.193899 3.412097 -3.157043 -0.069 -0.042 0.002
C 1.125618 2.667235 -2.742782 -0.022 -0.007 -0.016
C 1.306236 1.980630 -1.500852 0.269 0.092 -0.050
C 2.576160 2.258239 -1.037386 -0.122 -0.029 0.060
C 3.142160 1.727629 0.201080 0.087 -0.140 -0.062
C 4.514244 1.701501 0.467087 -0.076 0.069 0.093
C 4.967208 1.127820 1.636830 0.027 -0.013 0.009
C 4.056239 0.569059 2.525766 -0.091 -0.015 0.019
C 2.718957 0.618606 2.192570 0.093 0.033 0.001
N 2.264768 1.189775 1.072879 -0.138 -0.031 -0.101
H 2.277044 4.007538 -4.052855 0.035 0.015 0.001
H 0.218276 2.605744 -3.334810 0.008 0.022 -0.028
H 5.209322 2.112839 -0.251567 -0.004 0.009 -0.008
H 6.027531 1.098341 1.851241 0.003 0.001 -0.002
H 4.369043 0.093800 3.443696 0.023 0.001 0.001
H 1.971196 0.178469 2.841959 0.015 -0.008 0.010
O 0.510269 -1.244715 0.275386 0.014 -0.189 0.073
C 0.692758 -2.612944 0.088120 -0.059 0.156 -0.086
C -0.607619 -3.332353 0.403052 0.095 -0.196 0.084
C -0.791442 -4.600711 0.865404 0.079 0.136 -0.035
C -2.162973 -4.956325 0.978115 -0.092 0.036 0.008
C -2.990577 -3.945850 0.598971 -0.045 -0.094 0.009
S -2.112772 -2.567222 0.091680 -0.030 0.054 0.023
C 1.082670 -2.854276 -1.365967 0.100 0.161 0.073
C 2.085757 -2.214907 -2.038412 -0.054 -0.069 0.061
C 2.207959 -2.652305 -3.382568 0.014 -0.001 -0.046
C 1.291612 -3.611833 -3.699208 0.006 0.073 -0.050
S 0.276592 -3.974025 -2.375679 -0.002 -0.127 -0.008
C 1.796620 -3.134015 0.996513 0.088 -0.083 -0.147
C 2.934890 -3.803337 0.660700 -0.102 0.058 -0.019
C 3.742428 -4.136225 1.783866 0.012 -0.004 0.080
C 3.197133 -3.719055 2.955116 0.070 -0.040 0.018
S 1.698857 -2.931728 2.703386 -0.019 0.030 0.027
H 0.036450 -5.248033 1.118421 -0.021 -0.037 0.007
H -2.515068 -5.913941 1.331314 -0.002 -0.012 0.005
H -4.068521 -3.943574 0.594865 -0.010 0.015 -0.016
H 2.711534 -1.461816 -1.578626 0.010 0.011 0.011
H 2.947893 -2.280976 -4.076933 0.004 -0.001 -0.005
H 1.171212 -4.125808 -4.639140 -0.024 -0.002 -0.002
H 3.185117 -4.052219 -0.359022 0.022 -0.011 -0.016
H 4.681630 -4.664959 1.719254 0.008 -0.004 -0.006
H 3.590824 -3.842762 3.950777 -0.013 0.011 0.018
```
Positions in Å, forces in eV/Å.

Löwdin atomic charge list, values in e, 2 entries: Y 1.469; C -0.117